102
Properties=species:S:1:pos:R:3:forces:R:3:mulliken_charge:R:1 method="wB97M-V/def2-TZVPD" largest_force_ha_per_bohr=0.010 total_energy_ev=-108514.398 homo_ev=-3.7 charge=-1 de_lowest_kcal_mol=0.0 spin_multiplicity=1
Tl -1.29118 -0.02831 0.03602 -0.44 0.20 0.12 1.738
I -6.93330 -1.06902 -5.07248 0.00 0.00 0.02 -0.022
C -5.91424 -0.75440 -3.27185 -0.04 0.06 -0.02 -0.443
C -6.19210 0.36824 -2.50439 0.10 -0.11 0.03 -0.376
C -5.46588 0.58413 -1.34734 -0.03 0.07 -0.02 -0.254
I -5.84086 2.30449 -0.22367 0.01 -0.04 -0.04 -0.008
C -4.41377 -0.26318 -0.90882 0.01 0.10 -0.01 -0.273
O -3.69159 0.00238 0.11697 0.04 -0.05 -0.05 -0.056
C -4.20978 -1.42705 -1.70867 0.07 0.01 -0.10 0.823
C -3.13505 -2.38668 -1.29255 0.04 -0.07 -0.05 -1.779
N -1.75850 -1.91078 -1.57439 -0.04 0.12 0.13 0.044
C -1.45558 -1.69487 -2.98045 0.12 -0.05 -0.05 -1.322
C -1.94752 -0.36297 -3.49879 -0.11 -0.01 -0.03 0.926
C -2.18634 -0.16983 -4.85432 -0.03 0.02 0.00 -1.253
C -2.62155 1.07484 -5.27303 0.01 0.03 0.00 -0.540
C -2.79992 2.07939 -4.33254 0.01 -0.02 0.02 -1.243
C -2.52557 1.79186 -3.00561 -0.11 0.00 -0.02 -0.494
N -2.10898 0.59447 -2.60247 -0.16 -0.01 -0.19 1.131
C -4.93673 -1.64977 -2.86413 -0.01 -0.02 0.09 -0.290
H -6.95451 1.07228 -2.80769 0.00 0.00 0.00 0.371
H -3.30033 -3.35053 -1.79109 0.02 -0.01 -0.05 0.501
H -3.17903 -2.53172 -0.21594 0.00 -0.05 0.06 0.376
H -1.10152 -2.57185 -1.17716 -0.03 -0.03 0.05 0.220
H -1.86446 -2.49888 -3.60741 0.01 0.00 -0.02 0.390
H -0.36686 -1.70638 -3.09121 0.01 -0.06 0.02 0.350
H -2.06182 -0.98668 -5.55554 0.01 0.01 0.02 0.494
H -2.83064 1.25639 -6.32009 0.00 0.00 0.00 0.431
H -3.14483 3.06443 -4.61636 0.01 -0.01 0.01 0.494
H -2.63879 2.53670 -2.22495 -0.01 -0.02 -0.01 0.437
H -4.73145 -2.53599 -3.45532 0.01 0.01 0.00 0.421
C 2.24402 -0.55361 4.41755 0.00 0.03 -0.02 -0.603
N 2.98223 -1.43279 3.51791 0.06 -0.10 0.12 0.733
C 4.25382 -1.92973 3.99880 -0.07 0.07 0.05 -1.223
P 2.47336 -1.69275 1.99042 -0.18 -0.17 0.10 -0.818
O 1.15128 -1.09400 1.76546 0.33 0.12 -0.30 0.630
O 3.68573 -1.12269 1.05959 -0.18 -0.06 0.04 -0.197
P 3.49873 -0.47260 -0.41364 -0.23 -0.34 -0.17 0.532
O 2.27289 -0.92039 -1.09113 0.10 0.19 0.03 -0.667
N 4.87517 -1.01108 -1.16248 0.11 0.26 -0.02 0.370
C 6.13900 -1.25366 -0.48981 -0.05 -0.07 -0.03 -1.068
C 4.98933 -0.72190 -2.58739 0.01 -0.08 0.09 -0.926
N 3.62427 1.14469 -0.16323 0.00 0.18 0.02 0.499
C 4.92620 1.75911 0.02581 -0.08 0.05 -0.02 -0.959
C 2.59832 1.73253 0.70656 -0.05 0.06 -0.12 -1.203
N 2.65458 -3.32556 1.72195 -0.02 0.03 -0.09 0.279
C 3.02071 -3.82945 0.40077 -0.10 -0.02 0.08 -0.619
C 1.58740 -4.12170 2.33591 0.13 -0.06 -0.01 -1.046
H 2.02252 -1.08112 5.34941 0.00 0.00 0.01 0.277
H 1.30225 -0.24202 3.96563 0.05 -0.05 0.04 -0.064
H 2.83675 0.33645 4.65667 0.01 0.00 0.00 0.241
H 4.11402 -2.52165 4.90864 0.01 0.01 0.02 0.336
H 4.93057 -1.10025 4.23060 0.03 0.00 0.01 0.323
H 4.72448 -2.56612 3.25232 -0.03 -0.01 -0.03 0.322
H 5.99246 -1.32263 0.58514 -0.02 0.00 -0.01 0.167
H 6.87064 -0.46379 -0.69256 0.00 0.05 0.00 0.440
H 6.56741 -2.19851 -0.83793 -0.01 0.00 -0.01 0.329
H 4.00070 -0.57400 -3.01746 -0.01 -0.02 0.03 0.176
H 5.46740 -1.56286 -3.09539 0.01 -0.01 -0.01 0.352
H 5.58884 0.17874 -2.76797 0.02 0.00 -0.01 0.284
H 5.64056 1.40179 -0.71099 0.02 -0.04 -0.03 0.264
H 5.32946 1.58355 1.03298 0.01 0.00 0.00 0.271
H 4.81852 2.83592 -0.11488 0.00 0.00 0.02 0.355
H 1.65267 1.20297 0.61609 -0.02 -0.03 -0.05 0.007
H 2.42777 2.76761 0.41299 -0.01 0.05 -0.02 0.555
H 2.92347 1.69515 1.75467 -0.04 0.00 0.00 0.264
H 3.89549 -3.31567 0.01318 0.03 0.04 0.00 0.044
H 2.20867 -3.72328 -0.32719 0.01 0.01 0.01 0.127
H 3.26091 -4.89024 0.49990 0.01 -0.01 0.00 0.440
H 1.27640 -3.69486 3.28618 0.02 0.05 -0.01 0.394
H 1.95197 -5.13677 2.50874 0.03 -0.01 -0.02 0.365
H 0.70220 -4.16464 1.69547 0.00 -0.01 0.01 0.188
C -3.05552 3.37777 2.31811 0.03 -0.08 -0.01 -0.728
C -2.18237 2.73063 3.38466 -0.05 0.00 0.07 -0.800
S -1.76951 1.00977 3.03940 0.10 -0.10 -0.02 0.844
O -0.81327 0.61252 4.12710 -0.24 0.04 -0.10 -0.859
C -3.40382 0.27045 3.41124 0.14 -0.01 0.10 -0.191
C -3.41937 -0.33034 4.80731 -0.08 -0.01 -0.02 -1.298
H -3.07259 4.46005 2.45789 -0.01 0.01 0.02 0.389
H -4.08368 3.01799 2.36552 0.02 0.00 0.00 0.229
H -2.66746 3.15886 1.31982 0.03 -0.01 0.05 -0.008
H -2.64052 2.72587 4.37764 0.04 0.12 0.03 0.389
H -1.20121 3.20159 3.45530 -0.01 0.04 -0.03 0.416
H -3.57565 -0.47269 2.63352 0.04 -0.01 0.02 -0.133
H -4.14667 1.05785 3.28464 -0.02 -0.02 -0.02 0.553
H -2.60421 -1.04139 4.93188 0.00 0.00 -0.03 0.260
H -4.36570 -0.85234 4.96171 0.00 0.01 0.03 0.420
H -3.31319 0.43200 5.58057 0.00 0.01 -0.01 0.294
N -0.99434 2.02257 -0.05674 0.32 -0.17 0.01 -0.409
C -0.30677 2.59192 -1.07092 0.05 -0.04 0.35 -0.293
C 0.42195 1.98918 -2.12810 0.15 0.04 0.20 1.109
C 1.08396 2.73994 -3.08259 0.07 0.04 -0.05 -1.023
C 1.07507 4.13203 -3.06282 -0.05 -0.11 0.02 -0.917
C 0.36950 4.75169 -2.03153 -0.06 0.00 0.05 -0.610
C -0.29637 4.02085 -1.06766 0.01 0.06 -0.12 -0.708
H 0.47747 0.90913 -2.15187 0.09 -0.11 -0.02 0.391
H 1.62815 2.22052 -3.86648 -0.01 -0.01 0.03 0.396
H 1.59554 4.71041 -3.81531 -0.01 -0.01 0.00 0.370
H 0.33730 5.83565 -1.97751 0.00 0.00 0.01 0.329
H -0.83751 4.52494 -0.27477 0.01 -0.01 0.00 0.339
O -1.10172 -3.04687 3.27518 -0.11 0.13 0.04 -0.740
C -1.35440 -2.39044 2.31290 0.07 -0.08 0.03 0.548
N -1.66356 -1.79906 1.32984 0.09 0.13 -0.20 -0.527